(1)
11
Properties=species:S:1:pos:R:3:forces:R:3 method="wB97M-V/def2-TZVPD" spin_multiplicity=1 smiles="CC(=O)OC(=O)O" orbital_gap_ev=11.41 max_force_ev_per_a=3.83
O 0.45031 1.76853 2.01450 0.364 1.425 0.509
O 1.27355 -1.12036 0.01244 1.031 -0.880 -0.483
O -0.20711 0.50776 0.37603 -0.089 -0.436 -0.931
O 0.30475 -0.40845 2.40537 -0.153 0.738 -0.533
C -0.46992 -0.68936 -1.62744 -1.203 -3.630 0.240
C 0.22245 0.53504 1.67458 -0.303 -1.967 0.974
C 0.34252 -0.54204 -0.40609 -0.451 0.527 0.708
H -0.06641 -1.33833 -2.44570 0.139 0.867 0.932
H -1.42228 -1.25639 -1.28672 1.336 1.026 -0.435
H -0.76422 0.25005 -1.93286 -0.702 1.912 -0.996
H 0.33636 2.29356 1.21589 0.030 0.417 0.014



(2)
11
Properties=species:S:1:pos:R:3:forces:R:3 method="wB97M-V/def2-TZVPD" spin_multiplicity=1 orbital_gap_ev=10.23 max_force_ev_per_a=3.68
O -1.67027 -1.16501 -0.05286 1.976 -0.475 -0.033
O -1.79098 0.23305 -0.21978 -1.773 2.895 0.139
O 0.16840 0.63269 1.05687 0.460 -0.674 0.128
O 0.24575 1.07745 -0.91367 0.997 -0.831 -0.448
C -0.63493 1.23920 0.12121 -1.762 -3.234 -0.122
C 1.88309 -0.68605 -0.16799 -0.772 -0.184 -0.225
C 0.85526 0.12449 -0.06264 1.133 1.784 0.472
H 2.26191 -0.94495 -1.13866 0.163 0.128 -0.170
H 2.21373 -1.23208 0.69572 0.022 -0.034 0.178
H -2.47370 -1.50624 0.36881 -0.153 1.086 0.217
H -1.05826 2.22745 0.31300 -0.290 -0.462 -0.134



(3)
12
Properties=species:S:1:pos:R:3:forces:R:3 method="wB97M-V/def2-TZVPD" spin_multiplicity=1 orbital_gap_ev="8.39 / 7.38" max_force_ev_per_a=1.92
O 0.53257 0.81943 -0.39694 -0.830 1.322 -0.758
O 1.44463 -0.23809 1.08946 -0.765 -0.919 1.021
O -1.54473 0.80430 1.21844 0.186 -0.028 -0.051
O -1.37830 -1.03058 -0.12286 0.361 0.369 0.269
O 0.06966 -1.33363 2.57678 -0.386 0.450 -0.632
C -0.93593 -0.21417 0.62226 -0.874 -0.512 -0.069
C 0.86349 0.36537 -1.64844 0.691 -0.783 -0.130
C 0.43236 -0.68329 1.63292 1.886 -0.177 0.291
H 0.34176 -0.56640 -1.90756 -0.085 0.199 -0.067
H 1.94894 0.15449 -1.64540 -0.214 0.088 -0.052
H -2.49093 0.77752 0.99169 0.167 -0.010 -0.085
H 0.71650 1.14506 -2.41035 -0.136 0.003 0.262



(4)
9
Properties=species:S:1:pos:R:3:forces:R:3 method="wB97M-V/def2-TZVPD" spin_multiplicity=1 smiles="C=CSC=O" orbital_gap_ev=10.17 max_force_ev_per_a=2.24
S 0.10300 -0.98220 -0.02739 -1.069 1.958 0.142
O 1.69752 1.15798 -0.00948 -0.086 -0.511 0.128
C -2.39587 0.38433 0.04811 0.379 1.210 -0.428
C 1.60247 -0.03868 0.05054 1.016 -0.168 -0.123
C -1.05965 0.47243 -0.03346 -1.058 -1.144 0.141
H -3.03897 1.32116 -0.03571 1.111 -1.334 0.260
H -2.92156 -0.53997 0.11885 -0.301 -0.560 0.070
H -0.67284 1.46771 -0.09544 0.952 0.062 -0.127
H 2.52353 -0.70596 0.13524 -0.945 0.486 -0.063



(5)
9
Properties=species:S:1:pos:R:3:forces:R:3 method="wB97M-V/def2-TZVPD" spin_multiplicity=1 orbital_gap_ev=8.80 max_force_ev_per_a=3.30
S -1.17908 1.79948 -2.69061 0.779 -0.140 0.523
O -1.27669 -1.35291 1.17646 2.131 0.579 1.030
C -0.21110 -1.12313 1.63660 -2.798 -0.781 -1.566
C -0.06128 0.76981 -1.99996 0.225 0.920 0.288
C 0.96871 -0.91050 2.12522 0.633 0.223 0.186
H 1.80653 -0.69436 1.47437 -0.158 -0.048 0.105
H 0.38717 1.36393 -1.12995 -0.807 -0.530 -0.754
H 1.06053 -0.94521 3.19416 0.185 0.035 0.212
H -1.49478 1.09288 -3.78629 -0.191 -0.259 -0.025



(6)
9
Properties=species:S:1:pos:R:3:forces:R:3 method="wB97M-V/def2-TZVPD" spin_multiplicity=1 smiles="C=C=S(=C)=O" orbital_gap_ev="8.07 / 8.48" max_force_ev_per_a=1.69
S 1.38999 -0.91308 1.59837 -0.721 0.378 -1.315
O 0.73360 -1.76969 2.57455 0.008 -0.434 0.611
C 0.21814 0.48274 1.32484 0.982 -1.366 -0.114
C 0.98208 -1.46154 0.00690 0.058 0.984 1.205
C -0.52653 1.23799 0.58434 -0.464 0.459 -0.358
H 0.10658 -2.05888 -0.16220 -0.330 -0.093 0.157
H 1.51803 -1.04332 -0.81951 0.344 0.134 -0.262
H -1.02398 2.06406 1.08074 -0.080 0.094 0.146
H -0.74708 1.15659 -0.47226 0.202 -0.156 -0.069



(7)
9
Properties=species:S:1:pos:R:3:forces:R:3 method="wB97M-V/def2-TZVPD" spin_multiplicity=1 smiles="C1=CSCO1" orbital_gap_ev=8.71 max_force_ev_per_a=3.49
S 1.71905 -0.12973 -0.04283 -2.835 -1.223 -0.510
O -1.03838 -0.43982 -0.12517 0.288 -1.377 -0.389
C 0.10399 -1.32180 -0.03454 -0.093 1.630 3.082
C 0.52358 1.23457 -0.06924 2.400 0.728 0.130
C -0.74961 0.85763 -0.00653 0.774 0.855 -0.049
H 1.14099 2.19429 -0.12223 -1.947 -1.112 0.306
H -1.64353 1.42401 0.16067 -0.042 0.600 -0.265
H -0.00166 -2.07176 -0.78488 0.448 -0.316 -0.646
H -0.05443 -1.74739 1.02475 1.008 0.215 -1.659



(8)
10
Properties=species:S:1:pos:R:3:forces:R:3 method="wB97M-V/def2-TZVPD" spin_multiplicity=1 smiles="OC(=S)[C@H]1CS1" orbital_gap_ev=9.07 max_force_ev_per_a=2.81
S 0.00723 0.51114 -1.98181 -0.568 -0.765 -0.842
S -0.41687 -0.67452 2.17340 0.122 -0.689 0.074
O 1.13529 -1.15243 0.07929 0.588 -1.026 -0.539
C -0.62480 0.36082 -0.28845 -1.482 0.261 0.369
C 0.06271 -0.65998 0.62802 -0.167 2.368 -0.574
C 0.09198 1.63475 -0.59347 2.658 0.919 -0.114
H -0.30259 2.63502 -0.87752 -0.380 -1.024 0.896
H 1.19174 1.71190 -0.28187 -1.833 -0.099 0.077
H -1.72600 0.39802 -0.10648 1.073 0.095 -0.454
H 1.12956 -0.92510 -0.91046 -0.012 -0.039 1.107



(9)
10
Properties=species:S:1:pos:R:3:forces:R:3 method="wB97M-V/def2-TZVPD" spin_multiplicity=1 smiles="O=C(C=S)CS" orbital_gap_ev=7.64 max_force_ev_per_a=3.56
S -2.16793 1.63579 -0.16186 0.297 -0.436 -0.148
S 2.02415 -0.59174 1.35511 0.336 0.073 -1.506
O 0.34032 -1.04441 -1.27707 0.312 0.795 0.062
C -1.22958 0.68358 -1.06272 0.445 0.802 0.325
C -0.05163 -0.15846 -0.54131 -1.372 -1.272 -1.096
C 0.33470 -0.11999 0.87488 -0.359 -0.610 3.488
H 0.12319 0.78940 1.43476 -0.299 0.206 -0.560
H -1.37867 0.65441 -2.14922 0.183 -0.384 0.328
H 2.21247 -0.91885 0.05299 0.634 -0.262 0.470
H -0.20703 -0.92973 1.47444 -0.176 1.088 -1.363



(10)
10
Properties=species:S:1:pos:R:3:forces:R:3 method="wB97M-V/def2-TZVPD" spin_multiplicity=1 orbital_gap_ev=8.15 max_force_ev_per_a=5.09
S -2.63685 -0.77652 -0.78481 -0.143 0.030 -0.189
S -1.59875 1.04844 -1.33796 -0.034 -0.398 1.002
O -1.94624 2.16756 -0.46194 0.182 -0.089 -0.411
C 1.38339 -0.07467 0.37900 3.599 2.213 1.913
C 0.14849 -0.83227 0.29445 -3.947 -0.002 -1.162
C -1.02824 -0.35222 -0.38563 4.322 -1.620 2.144
H 1.43811 0.69997 -0.38659 0.075 0.021 0.049
H 0.15076 -1.80763 0.85762 -0.592 1.061 -0.816
H 2.42359 -0.55530 0.43409 -1.749 -0.514 -1.013
H 1.66573 0.48265 1.39177 -1.713 -0.703 -1.517



(11)
10
Properties=species:S:1:pos:R:3:forces:R:3 method="wB97M-V/def2-TZVPD" spin_multiplicity=1 orbital_gap_ev=7.27 max_force_ev_per_a=6.31
S -0.76076 -0.80986 -0.36090 1.064 -0.736 0.839
S 3.41795 -0.00995 -0.32965 -3.433 -3.315 1.217
O 0.95260 1.31035 -0.05832 -2.147 -5.883 0.748
C 1.96451 -0.89469 0.13957 3.779 0.476 1.522
C -1.94838 0.46491 -0.13071 -0.053 1.876 1.459
C 0.72024 0.02284 -0.00061 2.179 4.302 -0.971
H -2.20654 0.63226 1.09205 0.676 -0.404 -3.638
H -2.81646 -0.01101 -0.68690 0.669 1.527 0.659
H -1.35816 1.41368 -0.59405 -2.217 -1.887 1.060
H 2.03500 -2.11853 0.92954 -0.517 4.043 -2.896



(12)
10
Properties=species:S:1:pos:R:3:forces:R:3 method="wB97M-V/def2-TZVPD" spin_multiplicity=1 orbital_gap_ev=7.63 max_force_ev_per_a=2.76
S -3.33412 1.01369 -0.53554 -0.917 -1.540 2.093
S -3.61225 -0.34202 0.78746 -0.669 0.963 -0.574
O -2.03896 0.82053 -1.10360 0.849 0.675 -1.777
C -0.22504 0.30813 1.34826 0.489 -0.464 -2.388
C 0.10024 0.23916 0.18169 0.973 1.752 1.189
C 0.71941 0.34251 -1.12379 0.157 -0.525 -1.387
H -0.05864 0.56149 -1.88396 0.615 0.005 0.440
H 0.97389 -0.72691 -1.28952 0.555 0.699 -0.491
H 1.60660 1.05336 -1.31358 -1.349 -1.237 0.881
H -0.60936 -0.16940 2.16576 -0.704 -0.328 2.014



(13)
9
Properties=species:S:1:pos:R:3:forces:R:3 method="wB97M-V/def2-TZVPD" spin_multiplicity=1 smiles=C1P2#P3CC123 orbital_gap_ev=7.99 max_force_ev_per_a=4.50
P 1.30154 1.08966 0.46867 -0.280 -0.416 0.220
P 1.35610 -1.04522 -0.38681 -0.110 0.345 -0.235
C -0.21900 -1.27862 0.62891 -0.628 -0.464 4.433
C -0.19299 1.28482 -0.71206 -0.316 -0.115 -0.312
C -0.09104 0.01837 0.00546 1.006 0.254 -0.055
H -0.23637 -1.37268 1.92683 0.268 0.400 -3.909
H -0.04130 1.28814 -1.78543 0.086 0.010 -0.007
H -0.93868 1.99250 -0.36203 -0.019 0.065 0.034
H -0.93825 -1.97696 0.21645 -0.007 -0.079 -0.170



(14)
9
Properties=species:S:1:pos:R:3:forces:R:3 method="wB97M-V/def2-TZVPD" spin_multiplicity=1 smiles=P1[C@@H]2[C@H]3PC123 orbital_gap_ev=9.36 max_force_ev_per_a=1.96
P -0.62508 0.48621 1.63732 -0.613 -0.452 1.742
P 0.59487 -1.25667 -1.22091 0.777 0.267 -0.854
C -0.32613 0.33104 -0.92541 -0.354 -0.046 -0.411
C 0.43230 0.80675 0.22040 -0.342 1.281 0.395
C -0.10891 -0.55951 0.25887 0.226 -1.120 0.816
H -0.39364 -2.04006 -1.92075 -0.324 0.144 0.754
H 0.43581 0.23945 2.76024 -1.002 0.064 -1.679
H 1.30448 1.35507 0.42626 1.714 -0.148 -0.592
H -1.31370 0.63772 -1.23602 -0.081 0.009 -0.172



(15)
8
Properties=species:S:1:pos:R:3:forces:R:3 method="wB97M-V/def2-TZVPD" spin_multiplicity=1 smiles=CC#CS orbital_gap_ev=9.51 max_force_ev_per_a=3.01
S 3.49645 0.01049 0.09137 -0.758 0.098 -0.111
C -0.95353 0.37634 0.00681 2.242 -0.397 1.346
C 0.54641 0.22943 0.02980 2.791 0.179 -1.107
C 1.77442 0.17388 -0.16663 -2.125 -0.110 0.736
H -1.19439 0.56356 -1.00364 -0.602 -0.098 -1.192
H -1.19813 1.30353 0.55658 -0.308 -0.854 0.153
H -1.34044 -0.59883 0.37699 -0.391 1.097 -0.124
H 4.05757 -0.04333 -1.15448 -0.849 0.085 0.299



(16)
8
Properties=species:S:1:pos:R:3:forces:R:3 method="wB97M-V/def2-TZVPD" spin_multiplicity=1 smiles="C=C=CS" orbital_gap_ev=9.23 max_force_ev_per_a=7.94
S -0.21140 -1.87653 1.17034 0.211 0.033 -1.528
C 0.64718 1.77457 -0.18381 -0.051 -4.982 -6.178
C 0.23296 0.48211 -0.25120 -1.608 -1.470 -0.528
C -0.46833 -0.71578 -0.20743 2.004 3.103 1.295
H 0.55317 1.88916 0.79088 -0.282 2.919 4.378
H 1.09237 2.19883 -1.14701 -0.139 -0.065 2.291
H -0.39732 -3.03648 0.48021 0.121 0.413 0.263
H -1.44864 -0.71589 -0.65197 -0.255 0.050 0.007



(17)
8
Properties=species:S:1:pos:R:3:forces:R:3 method="wB97M-V/def2-TZVPD" spin_multiplicity=1 smiles="C=CC=S" orbital_gap_ev=7.89 max_force_ev_per_a=3.01
S 3.00985 -0.15377 -0.19658 -0.972 0.201 1.358
C 0.46299 0.55679 0.07867 -2.800 0.615 0.912
C -0.71423 0.83032 0.73757 2.213 -0.424 -0.698
C 1.69100 0.20564 0.74832 1.369 -0.064 -1.500
H 0.44521 0.61478 -1.01095 0.326 -0.098 0.310
H 1.73171 0.26909 1.84128 0.000 -0.204 -0.297
H -1.60392 1.13345 0.22487 -0.255 -0.002 -0.360
H -0.78918 0.77712 1.81022 0.118 -0.025 0.276



(18)
8
Properties=species:S:1:pos:R:3:forces:R:3 method="wB97M-V/def2-TZVPD" spin_multiplicity=1 orbital_gap_ev="7.29 / 7.85" max_force_ev_per_a=2.61
S -1.95693 0.50059 -0.14092 1.092 -1.053 -0.208
C -0.38544 -0.04575 -0.65442 1.271 2.112 0.843
C -0.94014 -1.07778 0.14195 -1.525 -1.540 0.529
C 1.51613 1.24369 0.26170 -0.842 -0.625 -1.375
H 1.26475 2.02525 -0.56366 1.270 -1.320 1.303
H -0.67230 -1.35360 1.20562 -0.113 0.553 -1.460
H -1.32146 -1.91035 -0.50918 0.289 0.527 1.006
H 2.49539 0.61795 0.25890 -1.441 1.346 -0.638



(19)
8
Properties=species:S:1:pos:R:3:forces:R:3 method="wB97M-V/def2-TZVPD" spin_multiplicity=1 smiles="C1=CC=1.S" orbital_gap_ev=9.95 max_force_ev_per_a=3.74
S -2.24516 -0.52819 0.20172 2.380 0.348 -0.917
C 2.62623 0.96034 -0.29318 0.044 -0.582 0.314
C 3.57220 -0.08748 -0.28831 -0.324 -1.210 -0.675
C 2.41413 -0.30029 0.35746 2.469 2.303 -1.606
H -1.20648 -0.17432 -0.73112 -1.669 -0.412 1.149
H 4.48766 -0.54839 -0.75106 -0.972 0.768 0.904
H 1.77334 -0.81140 0.97699 -1.222 -1.299 1.062
H -1.24218 -0.81839 1.08504 -0.706 0.083 -0.231



(20)
9
Properties=species:S:1:pos:R:3:forces:R:3 method="wB97M-V/def2-TZVPD" spin_multiplicity=1 orbital_gap_ev=9.02 max_force_ev_per_a=1.00
S -1.73204 1.12266 -0.02764 -0.507 0.486 -0.020
S -1.66495 -0.81318 -0.07464 0.706 -0.346 0.615
C 0.95026 -0.16246 -0.19385 0.143 0.152 0.016
C 0.25232 -1.22656 -0.18365 -0.803 -0.092 0.014
C 1.04475 1.14858 -0.17214 0.436 0.036 -0.143
H 0.42697 -2.27535 -0.24645 0.224 -0.383 -0.045
H 1.13150 1.71100 -1.08794 -0.082 0.028 -0.187
H 1.27883 1.67932 0.73325 -0.033 0.053 0.283
H -1.68765 -1.18400 1.25306 -0.085 0.067 -0.532